i:
ORCA calculation (the ωB97M-V functional and the def2-TZVPD basis) on C3H3Br3O as an isolated structure.

Kohn-Sham gap (alpha / beta)	8.1 / 7.7	eV
HOMO (alpha / beta)	-8.2 / -8.0	eV
LUMO energy (alpha / beta)	-0.17 / -0.25	eV

The geometry in XYZ format:
```
10
Properties=species:S:1:pos:R:3:nbo_charge:R:1
C -1.814 0.217 0.609 -0.511
C -0.703 -0.529 0.822 -0.180
C 1.046 0.077 -0.900 0.076
O 1.717 1.135 -0.487 -0.692
Br 0.052 -1.600 2.063 0.156
Br 1.902 -1.601 -0.807 0.085
Br -0.001 0.359 -2.457 0.112
H -2.815 0.168 1.206 0.220
H -1.748 0.852 -0.252 0.226
H 2.365 0.921 0.202 0.509
```

ii:
ORCA calculation (the ωB97M-V functional and the def2-TZVPD basis) on one molecule with the formula C3H3Br3O.

Kohn-Sham gap	9.5	eV
HOMO	-9.5	eV
LUMO energy	-0.04	eV

The geometry in XYZ format:
```
10
Properties=species:S:1:pos:R:3:nbo_charge:R:1
O -0.044 1.638 -1.239 -0.662
C -0.248 0.978 -0.139 0.156
Br 1.014 1.977 1.267 -0.238
C 0.149 -0.471 -0.096 -0.192
Br 1.368 -0.946 -1.453 0.128
C -0.479 -1.316 0.716 -0.292
Br -0.072 -3.112 0.647 0.111
H 0.602 1.058 -1.822 0.482
H -1.195 1.223 0.499 0.240
H -1.094 -1.030 1.621 0.265
```

Computed stability ranking, most favorable first: ii, i

i:
ORCA calculation (the ωB97M-V functional and the def2-TZVPD basis) on a 2-piece molecular cluster, C8H11NO3 overall.

Kohn-Sham gap	8.0	eV
HOMO	-7.5	eV
LUMO energy	0.52	eV

The geometry in XYZ format:
```
23
Properties=species:S:1:pos:R:3:nbo_charge:R:1
C 0.247 -0.584 1.822 -0.593
C -0.800 -1.578 1.350 -0.470
C -1.048 -1.098 -0.059 0.256
O -1.278 -2.129 -1.050 -0.720
C -1.099 0.192 -0.506 -0.096
C -1.233 1.390 -1.061 -0.229
C -0.294 2.388 -1.404 -0.384
C 1.049 2.162 -1.527 0.075
N 1.576 0.888 -1.654 -0.806
H -0.364 0.403 2.045 0.221
H 0.960 -0.294 1.147 0.222
H 0.695 -1.076 2.687 0.205
H -1.763 -1.721 1.727 0.228
H -0.485 -2.566 1.373 0.199
H -1.300 -2.964 -0.665 0.469
H -2.392 1.751 -1.079 0.216
H -0.638 3.342 -1.470 0.214
H 1.797 2.915 -1.701 0.196
H 2.576 0.657 -1.775 0.395
H 1.008 0.099 -1.743 0.404
O 0.631 -4.266 -1.181 -0.523
C 1.148 -3.344 -1.562 1.036
O 1.553 -2.361 -1.927 -0.512
```

ii:
ORCA calculation (the ωB97M-V functional and the def2-TZVPD basis) on one molecule with the formula C8H11NO3.

Kohn-Sham gap	8.0	eV
HOMO	-8.1	eV
LUMO energy	-0.03	eV

The geometry in XYZ format:
```
23
Properties=species:S:1:pos:R:3:nbo_charge:R:1
C -2.752 -0.694 -0.810 -0.657
C -2.117 -1.489 0.282 -0.196
N -0.547 -1.198 0.404 -0.380
C 0.405 -2.117 0.160 0.053
C 1.656 -1.665 -0.280 -0.417
C 2.146 -0.301 -0.088 0.467
O 3.295 0.157 -0.074 -0.571
C 1.000 0.684 0.167 0.237
O 1.453 1.906 -0.222 -0.646
C -0.242 0.303 0.339 0.022
C -1.257 1.357 0.747 -0.131
O -1.486 2.243 -0.399 -0.776
H -2.287 0.274 -0.957 0.250
H -2.518 -1.682 -1.600 0.227
H -3.904 -0.391 -0.618 0.228
H -2.676 -1.159 1.300 0.192
H -2.133 -2.606 0.130 0.213
H 0.306 -3.310 -0.097 0.244
H 2.542 -2.315 -0.539 0.233
H 0.694 2.530 -0.436 0.501
H -0.624 1.956 1.560 0.198
H -2.294 1.246 1.224 0.216
H -2.401 2.920 -0.342 0.493
```

Computed stability ranking, most favorable first: i, ii

i:
ORCA calculation (the ωB97M-V functional and the def2-TZVPD basis) on C10H11N4O as an isolated structure.

Kohn-Sham gap	8.6	eV
HOMO	-12.1	eV
net charge	+1
LUMO energy	-3.55	eV

The geometry in XYZ format:
```
26
Properties=species:S:1:pos:R:3:nbo_charge:R:1
C -1.744 0.823 -2.727 -0.176
C -0.455 0.659 -3.327 -0.172
C -1.835 0.565 -1.366 -0.179
C 0.606 0.278 -2.500 -0.194
C -0.818 0.005 -0.605 -0.118
C 0.511 -0.060 -1.157 -0.012
C -1.029 -0.343 0.772 0.107
C -1.739 -0.391 1.920 0.430
C 1.701 -0.545 -0.347 -0.267
C 2.937 0.041 1.698 -0.432
N 0.325 -0.217 2.843 0.133
N 0.610 -0.273 1.613 0.130
N 1.684 -0.024 0.982 -0.187
N -3.039 -0.717 2.158 -0.771
O -0.943 -0.320 3.011 -0.240
H -2.596 1.306 -3.128 0.239
H -0.241 1.075 -4.403 0.254
H -2.663 0.636 -0.759 0.197
H 1.553 0.113 -2.958 0.220
H 1.949 -1.698 -0.520 0.234
H 2.499 -0.065 -0.975 0.254
H 3.283 0.979 1.660 0.224
H 2.887 -0.205 2.794 0.252
H 3.695 -0.616 1.102 0.233
H -3.521 -0.658 1.280 0.400
H -3.619 -0.349 2.941 0.441
```

ii:
ORCA calculation (the ωB97M-V functional and the def2-TZVPD basis) on an isolated ion of composition C10H11N4O and charge +1.

Kohn-Sham gap	7.7	eV
HOMO	-12.5	eV
net charge	+1
LUMO energy	-4.78	eV

The geometry in XYZ format:
```
26
Properties=species:S:1:pos:R:3:nbo_charge:R:1
C -2.129 -1.069 -3.474 -0.654
C -1.566 -0.793 -2.072 0.045
N -1.932 0.487 -1.622 -0.061
N -1.678 0.834 -0.455 -0.136
C -1.016 0.022 0.460 0.187
C -0.051 0.378 1.505 -0.091
C -0.359 0.968 2.732 -0.168
C 0.667 1.187 3.619 -0.160
C 1.985 1.037 3.229 -0.181
C 2.352 0.635 1.947 -0.150
C 1.297 0.175 1.147 -0.117
C 1.492 -0.259 -0.221 0.618
O 2.615 -0.124 -0.792 -0.604
N 0.426 -0.797 -0.768 -0.242
N -0.022 -0.859 -2.035 -0.420
H -3.160 -1.197 -3.585 0.256
H -1.715 -2.128 -3.742 0.247
H -2.036 -0.207 -4.213 0.254
H -1.953 -1.406 -1.225 0.213
H -1.643 -0.883 0.658 0.246
H -1.387 1.249 3.127 0.255
H 0.522 1.557 4.644 0.247
H 2.760 1.364 3.944 0.243
H 3.415 0.484 1.562 0.260
H 2.781 -0.587 -1.638 0.533
H 0.336 -0.068 -2.731 0.380
```

Computed stability ranking, most favorable first: ii, i

i:
ORCA calculation (the ωB97M-V functional and the def2-TZVPD basis) on a 2-piece molecular cluster, CH3O3 overall.

Kohn-Sham gap (alpha / beta)	9.9 / 9.9	eV
HOMO (alpha / beta)	-18.8 / -18.8	eV
net charge	+1
LUMO energy (alpha / beta)	-8.97 / -8.94	eV

The geometry in XYZ format:
```
7
Properties=species:S:1:pos:R:3:nbo_charge:R:1
C 0.097 0.043 0.092 -0.067
O 3.857 -0.106 0.074 0.111
O 1.883 0.761 -0.010 -0.113
O 2.677 -0.257 0.104 0.355
H 0.205 -0.749 0.821 0.233
H -0.364 0.969 0.427 0.244
H -0.057 -0.207 -0.952 0.239
```

ii:
ORCA calculation (the ωB97M-V functional and the def2-TZVPD basis) on an isolated ion of composition CH3O3 and charge +1.

Kohn-Sham gap (alpha / beta)	8.5 / 8.4	eV
HOMO (alpha / beta)	-18.8 / -18.7	eV
net charge	+1
LUMO energy (alpha / beta)	-10.28 / -10.31	eV

The geometry in XYZ format:
```
7
Properties=species:S:1:pos:R:3:nbo_charge:R:1
C -0.537 0.301 0.746 -0.256
O 0.715 -0.030 -0.078 -0.091
O 0.770 -0.999 -2.297 0.164
O 1.299 -0.622 -1.217 0.375
H -1.471 -0.056 0.426 0.248
H -0.618 1.440 0.663 0.275
H -0.158 -0.034 1.758 0.284
```

Computed stability ranking, most favorable first: i, ii

i:
ORCA calculation (the ωB97M-V functional and the def2-TZVPD basis) on a 2-piece molecular cluster, C3H8NS2 overall.

Kohn-Sham gap	7.9	eV
HOMO	-12.7	eV
net charge	+1
LUMO energy	-4.73	eV

The geometry in XYZ format:
```
14
Properties=species:S:1:pos:R:3:nbo_charge:R:1
C 0.066 -0.092 1.494 -0.245
C -0.633 0.462 2.745 -0.554
C -1.649 1.311 0.551 0.021
N -0.738 0.392 0.369 -0.456
S -1.882 1.697 2.171 0.485
S 0.896 -0.895 -3.469 -0.328
H 1.007 0.436 1.330 0.239
H 0.050 -1.158 1.667 0.265
H -1.304 -0.291 3.339 0.256
H 0.020 0.719 3.559 0.277
H -2.220 1.892 -0.064 0.266
H -0.311 0.198 -0.513 0.444
H 1.379 -1.697 -4.410 0.174
H -0.267 -0.706 -4.130 0.155
```

ii:
ORCA calculation (the ωB97M-V functional and the def2-TZVPD basis) on an isolated ion of composition C3H8NS2 and charge +1.

Kohn-Sham gap	8.3	eV
HOMO	-13.1	eV
net charge	+1
LUMO energy	-4.75	eV

The geometry in XYZ format:
```
14
Properties=species:S:1:pos:R:3:nbo_charge:R:1
C -2.483 0.681 -0.524 -0.626
C 0.368 -0.005 -0.285 0.047
C 2.772 -0.473 0.032 -0.418
N 1.521 0.146 0.294 -0.447
S -2.964 -0.946 0.286 -0.030
S -0.802 1.184 0.147 0.378
H -2.665 0.424 -1.502 0.248
H -3.304 1.298 -0.144 0.282
H 0.194 -0.777 -1.066 0.261
H 2.929 -0.822 -0.909 0.236
H 3.504 0.230 0.271 0.241
H 2.846 -1.402 0.761 0.237
H 1.401 0.783 1.090 0.428
H -3.316 -0.321 1.548 0.161
```

Computed stability ranking, most favorable first: i, ii

i:
ORCA calculation (the ωB97M-V functional and the def2-TZVPD basis) on a 2-piece molecular cluster, C9H20Si overall.

Kohn-Sham gap	9.1	eV
HOMO	-8.4	eV
LUMO energy	0.77	eV

The geometry in XYZ format:
```
30
Properties=species:S:1:pos:R:3:nbo_charge:R:1
C -0.436 2.490 1.116 -0.499
C 0.379 2.177 0.135 -0.113
C 0.885 3.167 -0.835 -0.709
C 1.434 -0.588 2.506 -0.619
C 0.293 -2.721 1.288 -0.629
C -0.275 -0.162 -2.716 -0.604
C -2.143 -0.843 -0.877 -0.642
C 0.436 -1.198 1.570 -0.684
C -0.710 -1.028 -1.531 -0.623
Si 0.664 -0.484 -0.198 1.334
H -0.881 1.866 1.754 0.184
H -0.685 3.634 1.421 0.167
H 1.762 2.855 -1.423 0.225
H 0.756 4.215 -0.451 0.217
H 0.176 3.122 -1.618 0.220
H 2.366 -0.273 1.913 0.211
H 1.011 0.343 3.082 0.234
H 1.601 -1.313 3.234 0.210
H -0.156 -3.292 2.138 0.217
H 1.380 -3.020 1.230 0.205
H -0.275 -2.996 0.279 0.224
H -0.471 0.797 -2.435 0.209
H 0.695 -0.448 -2.878 0.207
H -0.900 -0.439 -3.635 0.197
H -2.311 0.122 -0.343 0.221
H -2.513 -1.597 -0.194 0.221
H -2.821 -0.689 -1.783 0.211
H -0.673 -0.883 1.747 0.216
H -0.605 -2.008 -2.027 0.229
H 2.018 -0.807 -0.467 -0.236
```

ii:
ORCA calculation (the ωB97M-V functional and the def2-TZVPD basis) on a 2-piece molecular cluster, C9H20Si overall.

Kohn-Sham gap (alpha / beta)	7.1 / 8.6	eV
HOMO (alpha / beta)	-6.8 / -8.6	eV
LUMO energy (alpha / beta)	0.25 / -0.07	eV

The geometry in XYZ format:
```
30
Properties=species:S:1:pos:R:3:nbo_charge:R:1
C -2.149 -0.513 -1.923 -0.379
C -1.964 -0.813 -0.630 -0.441
C -2.791 -1.876 0.072 -0.654
C 1.488 0.517 -1.625 -0.617
C 2.346 0.615 0.665 -0.618
C 1.544 -1.552 -0.353 -0.639
C -0.581 -0.602 2.157 -1.169
C -0.452 3.645 0.556 -0.544
C 1.325 -0.014 -0.226 -0.441
Si -0.559 0.108 0.367 1.359
H -1.498 0.231 -2.346 0.191
H -2.921 -1.064 -2.591 0.196
H -2.115 -2.325 0.814 0.210
H -2.935 -2.638 -0.606 0.216
H -3.654 -1.534 0.660 0.227
H 2.427 0.205 -2.125 0.203
H 0.668 0.251 -2.303 0.210
H 1.525 1.589 -1.587 0.207
H 2.566 -0.047 1.556 0.211
H 2.062 1.559 1.005 0.218
H 3.208 0.709 -0.037 0.212
H 2.657 -1.631 -0.264 0.207
H 1.275 -2.109 0.522 0.205
H 1.210 -2.138 -1.217 0.227
H 0.490 -0.257 2.459 0.228
H -1.306 -0.110 2.799 0.244
H -0.563 -1.672 2.362 0.234
H 0.236 3.506 1.425 0.176
H -0.212 3.776 -0.417 0.160
H -1.329 4.186 0.831 0.161
```

Computed stability ranking, most favorable first: ii, i

i:
ORCA calculation (the ωB97M-V functional and the def2-TZVPD basis) on a 3-piece molecular cluster, C10H22N2O4P overall.

Kohn-Sham gap	8.5	eV
HOMO	-12.7	eV
net charge	+1
LUMO energy	-4.19	eV

The geometry in XYZ format:
```
39
Properties=species:S:1:pos:R:3:nbo_charge:R:1
N 3.745 -1.799 -0.139 -0.798
C 3.337 -0.353 -0.263 -0.485
P 1.849 0.084 0.857 0.951
C 0.234 -0.626 0.242 -0.400
C -0.594 -0.043 -0.970 -0.202
C -1.875 -0.817 -1.329 0.025
N -2.472 -1.959 -0.740 -0.358
C -1.762 -2.529 0.348 0.020
C -0.454 -1.894 0.841 -0.197
H 3.496 -2.249 -1.030 0.385
H 3.236 -2.263 0.625 0.364
H 3.172 -0.060 -1.352 0.265
H 4.210 0.270 0.142 0.248
H 2.122 -0.526 2.135 0.082
H 1.748 1.505 0.965 0.091
H -0.217 0.878 -1.545 0.281
H -2.450 -0.388 -2.233 0.233
H -2.171 -3.471 0.852 0.246
H 0.067 -2.399 1.734 0.232
C -2.612 -0.788 3.663 -0.091
C -2.628 -2.068 4.483 -0.096
O -2.344 -1.758 5.847 -0.724
O -1.343 -0.149 3.787 -0.744
H -2.796 -0.994 2.606 0.181
H -3.369 -0.086 4.027 0.168
H -1.849 -2.753 4.141 0.176
H -3.598 -2.570 4.423 0.180
H -3.105 -1.277 6.201 0.473
H -1.076 -0.268 4.713 0.483
C 1.570 2.981 -3.693 -0.088
C 0.923 2.828 -5.060 -0.099
O -0.124 3.789 -5.195 -0.721
O 0.589 2.814 -2.671 -0.755
H 2.357 2.238 -3.545 0.173
H 1.997 3.982 -3.578 0.167
H 0.467 1.840 -5.161 0.187
H 1.648 2.971 -5.866 0.182
H 0.288 4.662 -5.258 0.473
H -0.216 3.247 -3.004 0.490
```

ii:
ORCA calculation (the ωB97M-V functional and the def2-TZVPD basis) on a 2-piece molecular cluster, C10H22N2O4P overall.

Kohn-Sham gap	7.0	eV
HOMO	-12.4	eV
net charge	+1
LUMO energy	-5.44	eV

The geometry in XYZ format:
```
39
Properties=species:S:1:pos:R:3:nbo_charge:R:1
C 2.227 0.800 -1.678 -0.711
C 2.305 2.366 -2.174 0.274
N 3.542 3.019 -2.104 -0.580
C 1.044 3.239 -2.766 -0.491
C -0.405 2.474 -2.720 -0.300
C -1.155 2.231 -1.271 0.256
N -1.560 0.918 -1.346 -0.441
C -1.183 0.146 -2.609 -0.262
C -0.671 1.202 -3.754 -0.420
H 2.114 0.093 -2.616 0.234
H 3.294 0.551 -1.211 0.278
H 1.392 0.583 -0.886 0.224
H 3.379 4.001 -2.469 0.332
H 1.295 3.618 -3.868 0.270
H 0.944 4.193 -2.065 0.249
H -1.124 3.293 -3.207 0.269
H -1.271 3.042 -0.434 0.289
H -2.108 0.444 -0.575 0.491
H -0.204 -0.423 -2.312 0.250
H -1.968 -0.681 -2.870 0.268
H -1.570 1.294 -4.502 0.250
H 0.328 1.008 -4.335 0.263
C -2.511 -3.896 3.050 -0.271
O -1.736 -3.277 2.043 -0.664
P -1.186 -1.679 2.414 2.244
O -1.499 -1.234 0.984 -1.018
O 0.358 -2.281 2.445 -0.789
C 0.687 -3.216 3.451 -0.262
O -0.635 -0.082 2.785 -0.671
C 0.663 0.149 3.287 -0.262
H -3.418 -4.306 2.599 0.201
H -1.935 -4.717 3.486 0.184
H -2.785 -3.190 3.838 0.163
H 0.606 -4.226 3.044 0.198
H 0.031 -3.110 4.319 0.164
H 1.718 -3.047 3.767 0.203
H 1.415 -0.095 2.533 0.195
H 0.827 -0.420 4.206 0.197
H 0.757 1.213 3.519 0.198
```

Computed stability ranking, most favorable first: i, ii

i:
ORCA calculation (the ωB97M-V functional and the def2-TZVPD basis) on an isolated ion of composition C9H13N4 and charge +1.

Kohn-Sham gap (alpha / beta)	7.8 / 7.8	eV
HOMO (alpha / beta)	-12.1 / -12.1	eV
net charge	+1
LUMO energy (alpha / beta)	-4.22 / -4.22	eV

The geometry in XYZ format:
```
26
Properties=species:S:1:pos:R:3:nbo_charge:R:1
C 1.405 -1.638 1.006 -0.651
C 0.524 -0.710 0.190 0.393
N -0.578 -1.308 -0.104 -0.326
C -1.757 -1.572 -0.468 0.212
C -3.000 -0.789 -0.168 -0.287
N -2.922 0.405 0.621 -0.587
C -1.832 1.152 0.341 0.595
N -1.077 1.637 1.281 -0.507
C 0.081 1.979 0.649 0.096
C -0.012 1.667 -0.785 -0.088
N -1.331 1.207 -0.891 -0.586
C 0.936 0.629 -0.128 -0.175
C 2.380 0.900 -0.331 -0.641
H 2.315 -1.942 0.398 0.254
H 1.064 -2.660 1.179 0.253
H 1.670 -1.124 1.830 0.240
H -1.967 -2.144 -1.342 0.213
H -3.399 -0.564 -1.172 0.223
H -3.620 -1.466 0.253 0.255
H -3.351 0.397 1.591 0.448
H 0.801 2.710 1.065 0.256
H 0.334 2.297 -1.569 0.253
H -1.821 0.705 -1.758 0.439
H 2.898 0.808 -1.340 0.243
H 3.056 0.081 0.126 0.243
H 2.637 1.863 0.115 0.231
```

ii:
ORCA calculation (the ωB97M-V functional and the def2-TZVPD basis) on an isolated ion of composition C9H13N4 and charge +1.

Kohn-Sham gap	8.1	eV
HOMO	-12.2	eV
net charge	+1
LUMO energy	-4.09	eV

The geometry in XYZ format:
```
26
Properties=species:S:1:pos:R:3:nbo_charge:R:1
C 0.476 1.781 -1.267 -0.646
C 0.314 0.397 -0.727 0.461
N 1.370 -0.082 -0.246 -0.277
C 2.344 -0.309 0.545 0.214
C 2.122 -0.259 2.034 -0.311
N 0.754 0.189 2.337 -0.586
C -0.315 -0.234 1.580 0.562
N -1.367 0.481 1.385 -0.513
C -1.916 -0.042 0.186 -0.001
C -1.260 -1.468 -0.009 -0.040
N -0.389 -1.568 1.110 -0.655
C -0.873 -0.272 -0.959 -0.194
C -1.658 -0.098 -2.370 -0.601
H 1.274 2.206 -0.732 0.235
H -0.463 2.325 -0.976 0.262
H 0.474 1.778 -2.305 0.261
H 3.254 -0.658 0.049 0.248
H 2.268 -1.162 2.537 0.255
H 2.750 0.370 2.663 0.275
H 0.697 1.132 2.571 0.409
H -2.867 0.286 -0.118 0.239
H -1.761 -2.274 -0.363 0.239
H -0.005 -2.486 1.412 0.449
H -0.873 -0.352 -3.129 0.227
H -1.739 0.950 -2.731 0.233
H -2.610 -0.632 -2.478 0.255
```

Computed stability ranking, most favorable first: i, ii